1.
The following is a DFT calculation (ωB97M-V with the def2-TZVPD basis set) of an isolated ion of composition C5H10N5S and charge -1 in a non-equilibrium geometry.

## Properties
**Spin multiplicity**: 3
**Net charge**: -1
**LUMO (alpha / beta)**: 3.3 / 2.3 eV
**Orbital gap (alpha / beta)**: 3.252 / 6.850 eV

Cartesian coordinates (Å):
C  -2.52  -0.72  -0.23
C  2.75  -1.63  0.37
C  -0.19  2.11  -0.91
C  1.54  -0.81  0.81
C  -0.30  0.85  -0.03
N  -2.79  1.34  0.45
N  -3.80  -0.50  -0.04
N  -3.94  0.70  0.41
N  -1.91  0.49  0.04
N  1.12  0.02  -0.29
S  -1.90  -2.22  -0.67
H  3.43  -1.81  1.26
H  2.35  -2.62  0.14
H  3.37  -1.19  -0.49
H  0.77  2.65  -0.80
H  -0.26  1.83  -1.94
H  -0.98  2.77  -0.79
H  0.76  -1.50  0.99
H  1.67  -0.25  1.72
H  -0.13  1.06  1.07
H  0.96  -0.54  -1.09

2.
The following is a DFT calculation (ωB97M-V with the def2-TZVPD basis set) of an isolated ion of composition C5H10NO and charge -1 in a non-equilibrium geometry.

## Properties
**Spin multiplicity**: 1
**SMILES**: [O-]C[C@@H]1CCCN1
**Net charge**: -1
**LUMO**: 4.0 eV
**Relative energy (zero: lowest compared OMol25 entry of this formula, charge and spin)**: 16.87 kJ/mol
**Orbital gap**: 6.101 eV

Cartesian coordinates (Å):
O  -2.36  -1.82  -0.52
C  -1.27  -1.73  0.27
C  -0.67  -0.33  0.24
C  -0.15  0.11  -1.12
C  1.07  1.06  -0.86
C  1.18  1.08  0.67
N  0.48  -0.12  1.15
H  -0.49  -2.46  -0.04
H  -1.42  -1.92  1.38
H  -1.51  0.29  0.54
H  -0.93  0.63  -1.66
H  0.19  -0.73  -1.73
H  0.75  2.05  -1.18
H  1.96  0.73  -1.38
H  0.72  2.02  1.05
H  2.20  1.08  1.08
H  0.25  0.05  2.12

3.
The following is a DFT calculation (ωB97M-V with the def2-TZVPD basis set) of an isolated ion of composition C5H10NO and charge -1 in a non-equilibrium geometry.

## Properties
**Spin multiplicity**: 1
**SMILES**: C=CCCNC[O-]
**Net charge**: -1
**LUMO**: 3.7 eV
**Relative energy (zero: lowest compared OMol25 entry of this formula, charge and spin)**: 263.44 kJ/mol
**Orbital gap**: 6.049 eV

Cartesian coordinates (Å):
C  2.78  0.23  0.92
C  1.58  0.59  0.31
C  0.37  1.37  0.65
C  -0.83  0.31  0.26
N  -0.65  -0.84  -0.78
C  -2.00  -1.52  -0.93
O  -2.60  -1.11  -2.08
H  3.73  0.19  0.31
H  2.85  0.04  1.93
H  1.66  0.44  -0.73
H  0.39  1.71  1.60
H  0.19  2.20  -0.01
H  -1.63  0.99  0.06
H  -0.98  -0.27  1.13
H  -0.43  -0.56  -1.67
H  -1.88  -2.72  -0.92
H  -2.55  -1.05  -0.05

4.
The following is a DFT calculation (ωB97M-V with the def2-TZVPD basis set) of an isolated ion of composition C5H10NO and charge -1 in a non-equilibrium geometry.

## Properties
**Spin multiplicity**: 1
**SMILES**: N/C=C/CCC[O-]
**Net charge**: -1
**LUMO**: 3.8 eV
**Relative energy (zero: lowest compared OMol25 entry of this formula, charge and spin)**: 133.11 kJ/mol
**Orbital gap**: 5.960 eV

Cartesian coordinates (Å):
N  -1.91  -1.04  -2.31
C  -0.75  -0.32  -1.76
C  -0.06  -0.57  -0.66
C  1.22  0.21  -0.26
C  0.92  0.99  1.04
C  0.11  0.18  2.17
O  0.18  0.68  3.42
H  -2.66  -0.39  -2.14
H  -2.01  -1.79  -1.63
H  -0.34  0.43  -2.43
H  -0.05  -1.45  -0.03
H  1.98  -0.57  -0.38
H  1.40  0.94  -1.06
H  0.37  1.90  0.78
H  1.91  1.37  1.36
H  0.65  -0.78  2.11
H  -0.94  0.22  1.81

5.
The following is a DFT calculation (ωB97M-V with the def2-TZVPD basis set) of an isolated ion of composition C5H10NO and charge -1 in a non-equilibrium geometry.

## Properties
**Spin multiplicity**: 1
**SMILES**: [O-]C[C@@H]1CCCN1
**Net charge**: -1
**LUMO**: 4.0 eV
**Relative energy (zero: lowest compared OMol25 entry of this formula, charge and spin)**: 58.81 kJ/mol
**Orbital gap**: 5.964 eV

Cartesian coordinates (Å):
O  -2.36  -1.81  -0.08
C  -1.25  -1.42  0.59
C  -0.90  0.09  0.35
C  -0.50  0.41  -1.10
C  1.03  0.59  -1.05
C  1.51  0.60  0.42
N  0.29  0.39  1.21
H  -0.39  -2.10  0.41
H  -1.42  -1.35  1.71
H  -1.76  0.70  0.59
H  -0.99  1.29  -1.51
H  -0.73  -0.48  -1.68
H  1.49  1.35  -1.69
H  1.49  -0.32  -1.46
H  2.14  1.45  0.70
H  2.15  -0.29  0.53
H  0.20  0.90  2.06

6.
The following is a DFT calculation (ωB97M-V with the def2-TZVPD basis set) of an isolated ion of composition C5H10NO and charge -1 in a non-equilibrium geometry.

## Properties
**Spin multiplicity**: 1
**SMILES**: C=CC[C@@H](N)C[O-]
**Net charge**: -1
**LUMO**: 3.8 eV
**Relative energy (zero: lowest compared OMol25 entry of this formula, charge and spin)**: 50.19 kJ/mol
**Orbital gap**: 6.415 eV

Cartesian coordinates (Å):
C  1.89  -2.17  0.66
C  0.94  -1.49  -0.01
C  0.13  -0.42  0.61
C  -0.18  0.73  -0.38
N  -0.86  0.23  -1.59
C  -1.09  1.86  0.29
O  -1.59  2.71  -0.58
H  1.87  -1.96  1.73
H  2.56  -2.86  0.17
H  0.70  -1.84  -1.01
H  0.67  0.04  1.44
H  -0.82  -0.77  1.04
H  0.76  1.19  -0.71
H  -1.86  0.32  -1.36
H  -0.78  1.02  -2.23
H  -1.88  1.19  0.78
H  -0.46  2.23  1.15

7.
The following is a DFT calculation (ωB97M-V with the def2-TZVPD basis set) of a 3-piece molecular cluster, C5H10NO overall in a non-equilibrium geometry.

## Properties
**Spin multiplicity**: 1
**Net charge**: +1
**LUMO**: -4.8 eV
**Relative energy (zero: lowest compared OMol25 entry of this formula, charge and spin)**: 498.44 kJ/mol
**Orbital gap**: 8.370 eV

Cartesian coordinates (Å):
C  -0.89  0.57  -3.06
C  2.18  -0.90  2.27
C  0.88  -0.76  1.63
C  0.37  0.01  0.60
C  -1.55  -0.28  -0.80
N  -1.22  0.12  -1.94
O  -0.90  -0.37  0.30
H  -1.13  1.65  -3.30
H  2.68  -1.75  1.92
H  2.83  -0.15  2.01
H  2.02  -1.05  3.34
H  0.24  -1.37  2.11
H  -1.38  2.28  -0.56
H  -0.56  -0.18  -3.86
H  0.84  0.67  -0.11
H  -2.67  -0.66  -0.77
H  -1.74  2.17  0.21

8.
The following is a DFT calculation (ωB97M-V with the def2-TZVPD basis set) of a 2-piece molecular cluster, C5H10NO overall in a non-equilibrium geometry.

## Properties
**Spin multiplicity**: 1
**Net charge**: +1
**LUMO**: -4.4 eV
**Relative energy (zero: lowest compared OMol25 entry of this formula, charge and spin)**: 515.51 kJ/mol
**Orbital gap**: 9.021 eV

Cartesian coordinates (Å):
C  1.23  -1.04  -0.98
C  -2.26  -0.52  -1.19
C  2.10  0.93  1.13
C  -0.16  0.99  0.69
C  -1.06  -0.80  -0.28
N  0.09  -1.20  -0.78
O  1.06  0.98  0.16
H  2.15  -1.59  -1.26
H  -1.91  -0.19  -2.17
H  -2.86  0.17  -0.61
H  -2.74  -1.41  -1.44
H  2.96  0.66  0.57
H  1.85  0.20  1.79
H  2.04  1.85  1.58
H  -1.07  1.51  0.31
H  -0.18  0.67  1.75
H  -1.24  -1.19  0.72

9.
The following is a DFT calculation (ωB97M-V with the def2-TZVPD basis set) of an isolated ion of composition C5H10NO and charge +1 in a non-equilibrium geometry.

## Properties
**Spin multiplicity**: 1
**SMILES**: [NH3+]/C=C/CCC=O
**Net charge**: +1
**LUMO**: -3.8 eV
**Relative energy (zero: lowest compared OMol25 entry of this formula, charge and spin)**: 215.94 kJ/mol
**Orbital gap**: 9.559 eV

Cartesian coordinates (Å):
N  -2.47  0.53  -0.89
C  -1.76  0.45  0.43
C  -0.74  -0.38  0.63
C  0.48  0.10  1.37
C  1.57  0.64  0.41
C  2.07  -0.37  -0.62
O  1.32  -1.15  -1.16
H  -2.47  1.48  -1.26
H  -3.39  0.08  -0.92
H  -1.88  0.00  -1.53
H  -2.06  1.28  1.06
H  -0.56  -1.22  -0.02
H  0.96  -0.60  2.05
H  0.22  1.00  1.94
H  2.35  1.15  0.96
H  1.11  1.40  -0.23
H  3.12  -0.27  -0.91

10.
The following is a DFT calculation (ωB97M-V with the def2-TZVPD basis set) of a 2-piece molecular cluster, C5H10NO2 overall in a non-equilibrium geometry.

## Properties
**Spin multiplicity**: 1
**Net charge**: -1
**LUMO**: 4.1 eV
**Relative energy (zero: lowest compared OMol25 entry of this formula, charge and spin)**: 55.69 kJ/mol
**Orbital gap**: 8.289 eV

Cartesian coordinates (Å):
N  0.59  -2.63  1.37
C  0.09  -2.10  0.12
O  -1.07  -1.65  0.12
O  0.90  -2.22  -0.82
H  -0.13  -2.86  2.03
H  1.31  -3.31  1.22
C  1.20  0.89  -1.14
C  0.47  1.22  0.17
C  -0.87  1.82  -0.11
C  -2.05  1.29  0.16
H  1.35  1.80  -1.73
H  2.14  0.39  -0.96
H  0.56  0.23  -1.72
H  1.09  1.91  0.76
H  0.37  0.30  0.75
H  -0.84  2.77  -0.65
H  -2.94  1.80  -0.21
H  -2.17  0.34  0.65

11.
The following is a DFT calculation (ωB97M-V with the def2-TZVPD basis set) of C5H10NO2 as an isolated structure in a non-equilibrium geometry.

## Properties
**Spin multiplicity**: 1
**Net charge**: -1
**LUMO**: 3.4 eV
**Relative energy (zero: lowest compared OMol25 entry of this formula, charge and spin)**: 577.50 kJ/mol
**Orbital gap**: 7.600 eV

Cartesian coordinates (Å):
O  3.22  1.10  0.17
C  2.93  0.01  -0.42
O  2.88  -1.16  0.22
C  -2.14  0.25  -0.13
C  -0.60  -0.04  -0.35
C  -0.39  -1.37  0.17
C  0.03  1.25  0.30
N  -3.05  -0.69  -0.08
H  2.52  -0.13  -1.46
H  -0.40  -0.09  -1.47
H  -1.23  -1.91  -0.22
H  -0.38  -1.30  1.26
H  0.61  -1.78  -0.31
H  -0.23  1.34  1.58
H  1.11  1.25  0.27
H  -0.31  2.16  -0.26
H  -2.26  1.34  -0.20
H  -2.32  -0.25  0.95

12.
The following is a DFT calculation (ωB97M-V with the def2-TZVPD basis set) of an isolated ion of composition C5H10NO2 and charge -2 in a non-equilibrium geometry.

## Properties
**Spin multiplicity**: 2
**Net charge**: -2
**LUMO (alpha / beta)**: 7.1 / 7.1 eV
**Relative energy (zero: lowest compared OMol25 entry of this formula, charge and spin)**: 495.53 kJ/mol
**Orbital gap (alpha / beta)**: 5.777 / 6.466 eV

Cartesian coordinates (Å):
C  -0.30  0.58  -0.21
N  -1.53  0.76  0.58
C  -2.75  0.06  0.13
O  -2.77  -1.24  0.45
C  0.40  -0.75  0.14
C  1.60  -0.89  -0.86
C  2.70  0.19  -0.60
O  2.87  1.00  0.43
H  0.40  1.34  0.13
H  -0.41  0.67  -1.31
H  -1.72  1.77  0.62
H  -2.86  0.27  -0.98
H  -3.61  0.62  0.61
H  -0.37  -1.52  0.10
H  0.76  -0.66  1.18
H  2.00  -1.92  -0.83
H  1.90  0.50  -1.44
H  3.69  -0.08  -1.03

What did we get for E? Answer: -868.3035, -326.4789, -326.3850, -326.4346, -326.4629, -326.4662, -326.0920, -326.0855, -326.1996, -401.8056, -401.6069, -401.4948 hartree, in the order shown.